Density functional theory data (the ωB97M-V functional and the def2-TZVPD basis) for the molecule C4H5NOS2.

Properties
**Largest force on an atom**: 5.74 eV/A
**SMILES**: C=C(NC=O)SC=S
**HOMO**: -7.99 eV
**Energy above the lowest of the compared OMol25 structures with the same formula, charge and spin**: 97.8 kcal/mol
**E_LUMO**: -0.35 eV

Last column: natural (NBO) charge in e.
Geometry (Å):
C (1.50807, -0.87222, 0.39831)  -0.36
C (0.57753, 0.15404, 0.29270)  -0.10
C (-0.48190, 1.21832, -1.42628)  0.56
C (-1.49856, -0.76203, 1.14638)  -0.55
H (1.38930, -1.51804, 1.35811)  0.23
H (2.30470, -1.47976, -0.29606)  0.24
H (1.65189, 1.65507, -0.90009)  0.43
H (-0.20162, 1.73639, -2.46301)  0.14
H (-1.48030, -0.55470, -0.11504)  0.29
N (0.62381, 1.23678, -0.56895)  -0.66
O (-1.55232, 0.63460, -1.17630)  -0.58
S (-0.38820, 0.36867, 1.66655)  0.41
S (-2.45241, -1.81712, 2.08368)  -0.05

Force components x, y, z for each atom (eV/Å):
-0.3 -2.0 0.2
5.3 -2.0 0.7
0.1 0.4 -1.7
-2.8 -2.4 -1.8
0.1 1.3 -1.8
-2.1 2.6 1.1
-3.9 -1.7 0.8
-1.1 -0.7 2.0
-0.8 -1.6 3.7
1.9 1.1 -3.1
2.7 2.1 -1.5
-0.7 0.9 2.8
1.6 1.9 -1.6


Density functional theory data (the ωB97M-V functional and the def2-TZVPD basis) for a cluster of 2 separate species, CClFN2O in total.

Properties
**Largest force on an atom**: 3.82 eV/A
**HOMO (alpha / beta)**: -12.17 / -11.31 eV
**Energy above the lowest of the compared OMol25 structures with the same formula, charge and spin**: 82.1 kcal/mol
**E_LUMO (alpha / beta)**: -3.52 / -3.75 eV

Last column: natural (NBO) charge in e.
Geometry (Å):
C (-1.62541, 0.50108, 0.12383)  0.26
N (-2.47218, 1.25388, 0.18878)  -0.43
N (0.19356, -0.71565, -0.47667)  0.47
O (1.24358, -0.25160, -0.82192)  -0.19
F (0.23788, -1.49077, 0.70434)  -0.22
Cl (2.42257, 0.70306, 0.28162)  0.11

Force components x, y, z for each atom (eV/Å):
3.2 -2.1 -0.5
-2.0 1.7 0.2
-2.1 -0.3 0.7
0.1 -0.3 -0.3
0.7 0.7 -0.7
0.1 0.2 0.6


Density functional theory data (the ωB97M-V functional and the def2-TZVPD basis) for a structure of composition C22H54BF4HgN10O6.

Properties
**Largest force on an atom**: 4.73 eV/A
**HOMO**: -10.06 eV
**Net charge**: +1
**E_LUMO**: -3.62 eV

Last column: Mulliken charge in e.
Geometry (Å):
Hg (2.95050, 3.36552, 1.75448)  1.76
B (-0.08361, 2.64854, 1.86740)  0.31
F (-1.43223, 2.80178, 1.64727)  -0.22
F (0.55160, 1.78363, 0.96022)  -0.04
F (0.62850, 3.95962, 1.51320)  -0.58
F (0.48788, 2.42138, 3.16323)  -0.38
C (2.68632, -3.80411, -1.22185)  -1.91
C (1.68060, -3.98628, -0.08075)  2.20
C (1.97436, -5.23512, 0.78681)  -1.69
C (1.24864, -5.20945, 2.18858)  -0.45
C (1.53395, -3.94528, 2.88907)  -1.19
C (1.06211, -2.67364, 2.16383)  1.76
N (1.81779, -2.77607, 0.81371)  -0.22
O (1.64857, -1.58359, 0.03198)  -0.14
C (-0.48086, -2.72489, 1.89681)  -1.74
C (1.49175, -1.42658, 3.04540)  -1.50
C (0.27042, -4.21657, -0.76106)  -1.68
H (3.61568, -3.29492, -0.88963)  0.40
H (2.30675, -3.15976, -1.95803)  0.39
H (3.12008, -4.69536, -1.73434)  0.36
H (1.69253, -6.09808, 0.23412)  0.42
H (3.03656, -5.18872, 0.90654)  0.47
H (1.66938, -6.01281, 2.73921)  0.50
H (0.17083, -5.38535, 1.99752)  0.19
H (2.60091, -3.78275, 2.96805)  0.50
H (1.03501, -3.97616, 3.88882)  0.26
H (-1.12875, -2.71543, 2.83891)  0.43
H (-0.83857, -1.96844, 1.23923)  0.38
H (-0.73019, -3.57944, 1.36555)  0.32
H (2.37805, -1.72496, 3.59256)  0.31
H (1.75392, -0.56717, 2.44361)  0.09
H (0.58010, -1.23931, 3.68791)  0.34
H (-0.28347, -3.32322, -0.87512)  0.13
H (-0.31560, -5.00177, -0.25949)  0.38
H (0.37905, -4.62757, -1.76762)  0.51
H (0.69377, -1.51990, -0.00223)  0.23
C (-1.36197, 3.57979, -3.70166)  -1.96
C (-2.39473, 2.88833, -2.89712)  1.51
C (-3.69394, 2.83033, -3.69316)  -1.16
C (-4.58581, 1.83403, -3.00137)  -0.56
C (-4.02514, 0.50537, -2.75222)  -1.15
C (-2.69152, 0.48217, -1.99538)  1.67
N (-1.83615, 1.47725, -2.71865)  -0.31
O (-0.51455, 1.49391, -2.26753)  -0.19
C (-2.89073, 0.81437, -0.53612)  -1.95
C (-2.03888, -0.89365, -2.09208)  -1.95
C (-2.65143, 3.69405, -1.63788)  -1.16
H (-1.84815, 4.49632, -4.03930)  0.47
H (-1.07189, 3.08334, -4.57756)  0.47
H (-0.45350, 3.79101, -3.14986)  0.46
H (-4.19101, 3.78761, -3.72372)  0.40
H (-3.44828, 2.58475, -4.69245)  0.40
H (-5.47934, 1.65364, -3.56550)  0.51
H (-5.10967, 2.27601, -2.11388)  0.29
H (-3.92947, -0.05617, -3.68271)  0.43
H (-4.67907, -0.12540, -2.17496)  0.37
H (-3.24774, -0.08949, -0.02966)  0.54
H (-1.94413, 1.06237, -0.07516)  0.39
H (-3.55545, 1.58584, -0.28764)  0.36
H (-2.59253, -1.50345, -1.36961)  0.47
H (-2.05974, -1.20260, -3.10464)  0.51
H (-0.95761, -0.72143, -1.88753)  0.27
H (-3.00865, 4.70211, -1.85281)  0.51
H (-1.73208, 3.76371, -0.98638)  -0.15
H (-3.37606, 3.19202, -0.98965)  0.32
H (-0.48535, 1.71784, -1.29485)  0.27
C (2.99398, 6.47699, 2.48692)  0.69
O (3.10630, 5.50727, 1.72477)  -0.70
N (2.06950, 6.47555, 3.49485)  -0.38
N (3.75838, 7.61908, 2.29913)  -0.41
H (1.26694, 5.85535, 3.41704)  0.24
H (1.91691, 7.34570, 3.95587)  0.22
H (3.62361, 8.46493, 2.81969)  0.18
H (4.28386, 7.84430, 1.48227)  0.23
C (4.61644, 0.78042, 1.63741)  0.91
O (3.77591, 1.50045, 2.18109)  -0.85
N (4.98915, -0.31918, 2.43412)  -0.44
N (5.28162, 1.00832, 0.55196)  -0.28
H (5.52716, -1.13393, 2.20600)  0.19
H (4.51125, -0.30324, 3.29185)  0.18
H (5.08178, 1.85837, -0.02241)  0.21
H (5.91264, 0.35621, 0.24196)  0.18
C (-4.02248, -5.72258, 0.80252)  0.62
O (-2.97251, -6.08713, 0.22267)  -0.63
N (-4.31117, -5.99526, 2.11611)  -0.43
N (-5.01503, -5.02201, 0.12619)  -0.56
H (-5.26668, -5.79604, 2.37020)  0.21
H (-3.86686, -6.78489, 2.55960)  0.25
H (-4.72772, -5.09473, -0.84017)  0.28
H (-5.98935, -5.37589, 0.20900)  0.26
C (2.35870, 2.91886, -1.45860)  0.36
O (3.32660, 2.95347, -0.67646)  -0.77
N (2.44040, 2.13856, -2.56057)  -0.32
N (1.19101, 3.59528, -1.26102)  -0.11
H (1.60479, 1.78141, -3.00953)  0.24
H (3.30001, 1.69017, -2.69483)  0.22
H (0.84122, 4.00681, -0.41500)  0.22
H (0.47594, 3.21565, -1.87549)  0.01

Force components x, y, z for each atom (eV/Å):
-0.4 0.0 -0.8
1.3 0.4 0.1
1.1 -0.2 0.7
-0.5 -0.4 0.1
-0.3 0.3 0.2
-1.2 0.0 -0.9
2.2 -0.4 0.7
-1.3 -0.4 0.0
-0.5 1.8 0.8
0.1 -0.4 -2.9
-1.1 1.4 1.0
-0.3 -0.4 -1.4
0.4 0.3 0.8
0.0 -0.7 0.7
0.4 0.8 2.4
-1.4 -1.3 -0.9
0.9 -1.2 0.3
-0.5 -0.1 0.3
-0.7 0.8 -1.1
-1.0 0.1 0.6
-0.1 -0.8 -0.5
0.9 -0.5 0.5
0.0 -1.0 0.6
0.5 0.0 0.4
0.4 -0.3 0.5
0.6 0.2 -0.5
1.1 0.2 -1.1
-0.2 1.3 -0.3
-0.4 -1.9 -0.6
0.0 0.1 0.5
-0.3 0.3 -0.2
1.4 0.1 -0.4
-0.8 1.0 0.0
0.0 0.6 0.2
0.4 0.1 0.0
-0.6 0.5 -0.4
-0.1 1.8 0.1
0.7 -0.7 0.2
0.3 -0.7 1.3
-2.5 1.2 0.4
1.3 -1.6 0.4
0.2 1.0 -0.9
-1.8 0.2 -0.5
0.4 0.4 1.5
0.7 -1.5 0.5
0.7 1.5 0.8
0.8 -0.5 1.8
0.5 0.4 0.1
0.2 -1.1 -1.2
-0.2 0.5 -0.1
0.1 0.5 0.1
0.1 -0.7 -1.2
-0.5 0.0 -0.9
1.1 -0.2 -0.2
0.3 0.2 -0.3
-0.7 -0.1 0.4
0.0 0.2 0.1
0.3 0.0 0.3
-1.0 0.9 0.1
0.6 -0.5 -0.5
-0.3 -0.8 -0.9
-0.7 -0.7 0.5
0.2 -0.1 -0.1
-0.7 0.1 -0.7
0.0 0.5 -0.3
-0.3 -0.5 -0.8
-0.6 1.8 0.4
0.7 -0.4 -0.6
0.8 0.0 -0.8
-0.9 -0.8 0.7
0.4 0.0 -0.1
-0.2 0.3 0.4
-0.5 -0.1 0.6
0.2 -1.0 -0.7
1.8 -3.4 2.7
-1.6 1.4 0.7
-0.4 1.8 -1.7
-1.2 3.2 -1.6
0.0 0.1 -0.5
-0.6 -0.4 1.0
0.0 -1.3 0.5
1.7 -1.6 -0.9
1.7 -1.7 -0.7
-2.0 1.1 1.5
-0.3 0.3 -0.4
-0.6 -0.5 -0.5
0.2 -0.1 0.3
0.1 0.2 -0.2
-0.2 0.4 -0.2
1.1 0.4 0.3
-1.2 -0.2 0.5
0.7 0.6 1.1
-1.3 0.9 0.2
0.4 -1.0 -1.7
0.1 0.1 0.0
1.0 -0.8 -0.2
0.6 -0.1 0.5
0.0 0.5 0.2


> Which value of largest force on an atom does entry 3 give?

4.73 eV/A